Entry 1:
The following is a DFT calculation (wB97M-V/def2-TZVPD) of 2 unconnected molecules or ions with the total composition Br2H2O2Si.

The LUMO energy (alpha / beta) comes out at -1.9 / -1.9 eV. The calculation puts the strongest force on any atom at 6.61 eV/Å. The HOMO energy (alpha / beta) comes out at -0.32275 / -0.32300 Ha. The calculation puts the orbital gap (alpha / beta) at 0.254 / 0.254 Eh. The molar mass is 221.9 u.

Cartesian coordinates (Å):
O (1.757, -0.300, -0.978)
O (0.186, 0.359, 1.392)
Si (-0.871, 0.212, 0.189)
Br (-2.332, 1.757, -0.156)
Br (-1.613, -1.855, -0.096)
H (2.106, 0.241, -1.590)
H (0.767, -0.414, 1.239)

Results of the Löwdin charge analysis, in e, for atoms 1 through 6:
1. O -0.335
2. O -0.229
3. Si -0.183
4. Br 0.468
5. Br 0.404
6. H -0.174

***

Entry 2:
The following is a DFT calculation (wB97M-V/def2-TZVPD) of a single Br2H3N2P molecule.

The LUMO energy comes out at 0.1 eV. The calculation puts the strongest force on any atom at 5.40 eV/Å. The SMILES is NNP(Br)Br. The HOMO energy comes out at -0.31323 Ha. The calculation puts the orbital gap at 0.318 Eh. The molar mass is 221.8 u.

Cartesian coordinates (Å):
N (-1.385, 0.369, 0.295)
N (-0.469, -0.582, 0.082)
P (1.222, -0.230, -0.822)
Br (2.406, -1.769, 0.043)
Br (1.587, 1.562, 0.432)
H (-0.986, 1.058, 0.878)
H (-1.713, 1.035, -0.467)
H (-0.662, -1.444, -0.441)

Results of the Löwdin charge analysis, in e, for atoms 1 through 6:
1. N -0.131
2. N -0.434
3. P 0.022
4. Br 0.225
5. Br 0.194
6. H -0.014

***

Entry 3:
The following is a DFT calculation (wB97M-V/def2-TZVPD) of 2 unconnected molecules or ions with the total composition Br2H3N2P.

The LUMO energy comes out at -0.2 eV. The calculation puts the strongest force on any atom at 1.99 eV/Å. The SMILES is [H]/N=N/[H].BrPBr. The HOMO energy comes out at -0.34427 Ha. The calculation puts the orbital gap at 0.339 Eh. The molar mass is 221.8 u.

Cartesian coordinates (Å):
H (-0.115, -0.338, -1.978)
N (-1.163, -0.058, -2.035)
N (-1.768, -0.702, -1.149)
H (-2.778, -0.376, -1.130)
Br (1.789, -0.278, -0.199)
P (0.869, -0.057, 1.813)
Br (0.992, 2.173, 2.098)
H (2.174, -0.364, 2.578)

Results of the Löwdin charge analysis, in e, for atoms 1 through 6:
1. H -0.033
2. N -0.058
3. N -0.052
4. H 0.055
5. Br 0.133
6. P -0.009

***

Entry 4:
The following is a DFT calculation (wB97M-V/def2-TZVPD) of a molecular structure, Br2NO2S.

The LUMO energy (alpha / beta) comes out at 2.2 / 2.2 eV. The calculation puts the strongest force on any atom at 3.10 eV/Å. As for the net charge: -1. The HOMO energy (alpha / beta) comes out at -0.16252 / -0.16243 Ha. The calculation puts the orbital gap (alpha / beta) at 0.242 / 0.242 Eh. The molar mass is 237.9 u.

Cartesian coordinates (Å):
N (1.118, 0.214, -0.311)
O (-0.860, 0.280, 1.346)
O (-1.283, -0.562, -0.904)
S (-0.384, -0.535, 0.202)
Br (2.391, -1.056, -0.121)
Br (1.606, 2.374, -0.122)

Atom-resolved charges from Löwdin, all expressed in e:
1. N -1.109
2. O -0.510
3. O -0.461
4. S 0.456
5. Br 0.478
6. Br 0.147

***

Entry 5:
The following is a DFT calculation (wB97M-V/def2-TZVPD) of 2 unconnected molecules or ions with the total composition Br3HSi.

The LUMO energy (alpha / beta) comes out at -1.8 / -1.2 eV. The calculation puts the strongest force on any atom at 1.47 eV/Å. The HOMO energy (alpha / beta) comes out at -0.39042 / -0.32200 Ha. The calculation puts the orbital gap (alpha / beta) at 0.323 / 0.280 Eh. The molar mass is 268.8 u.

Cartesian coordinates (Å):
Si (0.034, -0.169, -0.044)
Br (-0.329, -1.928, -1.309)
Br (0.371, -0.770, 2.050)
Br (1.730, 1.015, -0.817)
H (-1.807, 1.852, 0.120)

Atom-resolved charges from Löwdin, all expressed in e:
1. Si -0.791
2. Br 0.258
3. Br 0.236
4. Br 0.224
5. H 0.072

***

Entry 6:
The following is a DFT calculation (wB97M-V/def2-TZVPD) of a molecular structure, Br5Cl3O12Sr4.

The LUMO energy comes out at -1.8 eV. The calculation puts the strongest force on any atom at 5.42 eV/Å. The HOMO energy comes out at -0.34272 Ha. The calculation puts the orbital gap at 0.277 Eh. The molar mass is 1048.3 u.

Cartesian coordinates (Å):
Sr (-8.303, -7.854, 11.918)
Sr (-4.212, -6.192, 11.741)
Sr (-6.636, -2.315, 8.441)
Sr (-5.951, -8.344, 7.767)
Cl (-10.247, -5.134, 11.991)
O (-11.324, -5.804, 12.637)
O (-10.876, -4.043, 11.267)
O (-9.128, -4.496, 12.535)
O (-9.591, -6.313, 11.153)
Cl (-3.522, -2.748, 9.952)
O (-4.798, -2.145, 10.557)
O (-3.223, -3.827, 10.919)
O (-3.797, -3.227, 8.602)
O (-2.495, -1.778, 10.047)
Cl (-6.189, -4.527, 13.190)
O (-6.428, -3.408, 12.326)
O (-6.324, -5.962, 12.308)
O (-4.726, -4.622, 13.307)
O (-6.850, -4.832, 14.400)
Br (-7.557, 0.031, 7.945)
Br (-7.039, -5.276, 8.601)
Br (-5.739, -9.469, 13.014)
Br (-3.157, -7.993, 8.413)
Br (-7.601, -9.603, 9.600)

Results of the Löwdin charge analysis, in e, for atoms 1 through 6:
1. Sr 1.156
2. Sr 1.457
3. Sr 0.877
4. Sr 0.793
5. Cl 0.729
6. O -0.297

***

Number 2 is which compound? Br2H3N2P